Computed, not measured: C24H28FIN5ORhS as an isolated structure, with the ωB97M-V functional and the def2-TZVPD basis.

Last column: Mulliken charge in e.
Atoms and positions in Å:
Rh1 -0.14788 -0.47193 0.04666  -0.736
C1 4.85597 -3.05567 -2.49110  -1.047
N1 3.81478 -2.51713 -1.65419  0.069
C2 3.35324 -3.14308 -0.42978  -0.561
C3 2.14034 -2.27358 -0.09260  0.072
O1 1.41307 -2.41180 0.86308  -0.513
N2 1.99165 -1.31558 -1.07023  0.015
C4 2.94920 -1.52007 -1.94663  0.409
N3 3.07972 -0.74943 -3.04725  -0.463
H1 5.69877 -3.35905 -1.87050  0.324
H2 5.22293 -2.29488 -3.17847  0.396
H3 4.51828 -3.92314 -3.06589  0.312
H4 4.10067 -3.09630 0.36387  0.333
H5 3.05118 -4.18188 -0.57998  0.302
H6 2.29879 -0.13959 -3.22359  0.214
H7 3.58788 -1.08500 -3.84462  0.190
F1 -4.78841 -1.46547 3.35982  -0.387
C5 -3.95533 -1.63495 2.29493  0.455
C6 -2.68441 -2.12407 2.50376  -0.529
C7 -1.83365 -2.27983 1.41559  -0.040
C8 -2.23704 -1.94918 0.10096  0.397
C9 -1.27683 -1.98310 -0.98912  -1.330
C10 -3.55885 -1.48395 -0.05002  -0.627
C11 -4.41138 -1.32078 1.02881  -0.867
H8 -2.36352 -2.37580 3.50684  0.489
H9 -0.83734 -2.67588 1.57186  0.293
H10 -1.69685 -1.77742 -1.97584  0.334
H11 -0.63037 -2.86214 -1.01415  0.349
H12 -3.91764 -1.25017 -1.04600  0.555
H13 -5.42385 -0.95958 0.89819  0.482
C12 -0.03790 1.70289 5.30089  -0.585
C13 -0.87659 0.89235 4.50346  -0.699
C14 -0.53922 0.63430 3.20348  -0.222
C15 0.63611 1.16527 2.60773  1.649
C16 0.92803 0.88992 1.21969  -0.665
C17 2.09819 1.48156 0.75152  0.032
C18 2.94904 2.28061 1.54744  -1.063
C19 2.65191 2.53251 2.86062  -0.782
C20 1.47605 1.97370 3.42301  1.130
C21 1.11045 2.22316 4.77352  -0.907
H14 -0.30280 1.90459 6.33190  0.389
H15 -1.77658 0.46311 4.92756  0.494
H16 -1.16012 -0.00772 2.58931  0.170
H17 2.39284 1.31328 -0.28239  0.245
H18 3.85880 2.68965 1.11617  0.360
H19 3.30939 3.13012 3.48300  0.365
H20 1.77116 2.82593 5.38819  0.388
I1 -4.03183 2.04390 -1.08773  -0.019
C22 -1.89473 1.76002 -1.05518  -0.146
H21 -1.63658 1.29865 -2.00227  0.590
H22 -1.58076 1.10032 -0.22839  -0.308
C23 -2.20264 3.61830 2.91948  -0.993
N4 -2.05955 3.28764 1.50743  0.340
C24 -0.97002 3.51487 0.80591  0.619
N5 0.12374 4.00143 1.35645  -0.290
S1 -0.93735 3.27202 -0.92837  -0.185
H23 -2.97630 2.98556 3.34522  0.342
H24 -2.47455 4.66816 3.04352  0.326
H25 -1.27590 3.39325 3.45112  0.260
H26 -2.89555 3.05371 0.98413  -0.152
H27 0.12189 4.45180 2.25598  0.225
H28 1.00792 3.89457 0.88144  0.202

Calculated values
Net charge = 0
E_tot = -59499.2011 eV
ΔE to the lowest compared entry with this formula, charge and spin = 91.9 kcal per mole
Maximum force = 0.015 Eh/bohr
Gap between HOMO and LUMO (spin up / spin down) = 0.2057 / 0.2163 Eh